No. 1
Here is C16H26N2O2 in the gas phase from the Open Molecules 2025 dataset. Energies are from the ωB97M-V functional and the def2-TZVPD basis.

Each atom is followed by the atoms it is bonded to, with distances in Å.
Cartesian coordinates (Å):
1 C 4.0069 2.4645 3.9948  C2 1.525, H21 1.086, H22 1.088, H23 1.088
2 C 4.3221 1.3476 3.0057  C1 1.525, C3 1.544, H24 1.091, H25 1.092
3 C 3.5348 0.0454 3.2654  C2 1.544, N4 1.447, H26 1.094, H27 1.094
4 N 2.2642 -0.1204 2.5942  C3 1.447, C5 1.448, C20 1.447
5 C 2.3412 -0.2433 1.1538  N4 1.448, C6 1.527, H28 1.093, H29 1.106
6 C 1.0358 -0.8330 0.6260  C5 1.527, C7 1.535, H30 1.091, H31 1.092
7 C -0.1418 0.0717 1.0135  C6 1.535, N8 1.445, C19 1.528, H32 1.096
8 N -1.4201 -0.4566 0.5964  C7 1.445, C9 1.376, H33 1.010
9 C -1.8193 -0.5476 -0.7174  N8 1.376, C10 1.393, C18 1.396
10 C -1.2577 0.2228 -1.7330  C9 1.393, C11 1.389, H34 1.076
11 C -1.7478 0.1429 -3.0298  C10 1.389, O12 1.368, C14 1.390
12 O -1.1122 0.9454 -3.9377  C11 1.368, C13 1.404
13 C -1.5499 0.9326 -5.2721  O12 1.404, H35 1.095, H36 1.089, H37 1.095
14 C -2.8031 -0.7052 -3.3446  C11 1.390, C15 1.392, H38 1.076
15 C -3.3649 -1.4769 -2.3317  C14 1.392, O16 1.368, C18 1.386
16 O -4.4022 -2.3490 -2.5168  C15 1.368, C17 1.404
17 C -4.9484 -2.4831 -3.8038  O16 1.404, H39 1.095, H40 1.095, H41 1.089
18 C -2.8764 -1.4012 -1.0371  C9 1.396, C15 1.386, H42 1.079
19 C -0.1334 0.2555 2.5299  C7 1.528, C20 1.528, H43 1.091, H44 1.092
20 C 1.2201 0.8036 2.9803  N4 1.447, C19 1.528, H45 1.092, H46 1.105
21 H 2.9685 2.7764 3.9274  C1 1.086
22 H 4.6354 3.3305 3.7956  C1 1.088
23 H 4.1988 2.1324 5.0133  C1 1.088
24 H 4.1257 1.6906 1.9884  C2 1.091
25 H 5.3884 1.1211 3.0706  C2 1.092
26 H 3.3500 -0.0516 4.3397  C3 1.094
27 H 4.1522 -0.8049 2.9597  C3 1.094
28 H 3.1744 -0.9053 0.9061  C5 1.093
29 H 2.5168 0.7290 0.6577  C5 1.106
30 H 1.0829 -0.9412 -0.4586  C6 1.091
31 H 0.8860 -1.8204 1.0667  C6 1.092
32 H -0.0135 1.0523 0.5417  C7 1.096
33 H -1.7579 -1.2110 1.1770  N8 1.010
34 H -0.4403 0.8989 -1.5515  C10 1.076
35 H -2.5929 1.2556 -5.3590  C13 1.095
36 H -0.9116 1.6407 -5.7990  C13 1.089
37 H -1.4376 -0.0582 -5.7258  C13 1.095
38 H -3.1776 -0.7652 -4.3514  C14 1.076
39 H -5.3696 -1.5389 -4.1655  C17 1.095
40 H -4.2068 -2.8489 -4.5224  C17 1.095
41 H -5.7472 -3.2177 -3.7103  C17 1.089
42 H -3.3358 -2.0143 -0.2777  C18 1.079
43 H -0.9317 0.9360 2.8291  C19 1.091
44 H -0.2994 -0.7104 3.0107  C19 1.092
45 H 1.2323 0.9045 4.0679  C20 1.092
46 H 1.3622 1.8043 2.5338  C20 1.105

## Properties
- HOMO: -7.64 eV
- Relative energy (zero: lowest compared OMol25 entry of this formula, charge and spin): 179.98 kJ/mol
- HOMO-LUMO gap: 8.52 eV
- Total charge: 0
- SMILES: CCCN1CCC(Nc2cc(OC)cc(OC)c2)CC1

***

No. 2
Here is C16H26N2O4S in the gas phase from the Open Molecules 2025 dataset. Energies are from the ωB97M-V functional and the def2-TZVPD basis.

Each atom is followed by the atoms it is bonded to, with distances in Å.
Cartesian coordinates (Å):
1 C 1.7347 2.3661 2.4261  O2 1.418, H24 1.091, H25 1.092, H26 1.092
2 O 1.9723 2.6233 1.0524  C1 1.418, C3 1.373
3 C 1.1026 2.0977 0.1294  O2 1.373, C4 1.402, C22 1.404
4 C -0.2844 2.2895 0.1966  C3 1.402, C5 1.501, C6 1.388
5 C -0.9355 3.1645 1.2273  C4 1.501, H27 1.088, H28 1.090, H29 1.087
6 C -1.0711 1.6625 -0.7593  C4 1.388, C7 1.380, H30 1.079
7 C -0.5070 0.9217 -1.7773  C6 1.380, S8 1.787, C20 1.388
8 S -1.6408 0.0657 -2.8610  C7 1.787, O9 1.435, O10 1.439, N11 1.688
9 O -1.4277 0.4183 -4.2357  S8 1.435
10 O -2.9671 0.2174 -2.3249  S8 1.439
11 N -1.1474 -1.5431 -2.7239  S8 1.688, C12 1.452, H31 1.008
12 C -1.6283 -2.2389 -1.5439  N11 1.452, C13 1.533, H32 1.095, H33 1.090
13 C -0.5735 -2.1081 -0.4390  C12 1.533, N14 1.453, H34 1.093, H35 1.098
14 N -1.0190 -2.6625 0.8285  C13 1.453, C15 1.457, C19 1.456
15 C -1.9987 -1.8463 1.5340  N14 1.457, C16 1.534, H36 1.089, H37 1.094
16 C -1.3808 -0.5954 2.1715  C15 1.534, O17 1.416, H38 1.091, H39 1.100
17 O -0.2905 -0.9110 3.0177  C16 1.416, C18 1.413
18 C 0.6869 -1.6757 2.3413  O17 1.413, C19 1.534, H40 1.091, H41 1.102
19 C 0.0765 -2.9493 1.7429  N14 1.456, C18 1.534, H42 1.091, H43 1.094
20 C 0.8690 0.8124 -1.9202  C7 1.388, C21 1.494, C22 1.397
21 C 1.4615 0.0678 -3.0723  C20 1.494, H44 1.084, H45 1.090, H46 1.088
22 C 1.6780 1.3891 -0.9378  C3 1.404, C20 1.397, C23 1.499
23 C 3.1686 1.2480 -1.0153  C22 1.499, H47 1.089, H48 1.088, H49 1.086
24 H 1.1520 1.4559 2.5777  C1 1.091
25 H 2.7168 2.2369 2.8846  C1 1.092
26 H 1.2318 3.2063 2.9105  C1 1.092
27 H -0.3510 4.0699 1.3764  C5 1.088
28 H -1.0368 2.6537 2.1844  C5 1.090
29 H -1.9297 3.4442 0.8884  C5 1.087
30 H -2.1465 1.7417 -0.7266  C6 1.079
31 H -1.3512 -2.0102 -3.5937  N11 1.008
32 H -2.5778 -1.7931 -1.2292  C12 1.095
33 H -1.7970 -3.2926 -1.7671  C12 1.090
34 H 0.3113 -2.6671 -0.7540  C13 1.093
35 H -0.2910 -1.0491 -0.3728  C13 1.098
36 H -2.7919 -1.5481 0.8499  C15 1.089
37 H -2.4300 -2.4748 2.3189  C15 1.094
38 H -2.1115 -0.0892 2.8046  C16 1.091
39 H -1.0510 0.0962 1.3823  C16 1.100
40 H 1.4436 -1.9205 3.0888  C18 1.091
41 H 1.1511 -1.0726 1.5443  C18 1.102
42 H 0.8436 -3.5243 1.2221  C19 1.091
43 H -0.3299 -3.5603 2.5543  C19 1.094
44 H 0.7271 -0.0325 -3.8639  C21 1.084
45 H 1.7739 -0.9287 -2.7612  C21 1.090
46 H 2.3328 0.5927 -3.4571  C21 1.088
47 H 3.5581 1.8207 -1.8557  C23 1.089
48 H 3.4487 0.2058 -1.1566  C23 1.088
49 H 3.6263 1.6254 -0.1062  C23 1.086

## Properties
- HOMO: -8.32 eV
- Relative energy (zero: lowest compared OMol25 entry of this formula, charge and spin): 299.65 kJ/mol
- HOMO-LUMO gap: 8.97 eV
- Total charge: 0
- SMILES: COc1c(C)cc(S(=O)(=O)NCCN2CCOCC2)c(C)c1C

***

No. 3
Here is a gas-phase ion, C16H26N3O3 (charge +1) in a non-equilibrium geometry from the Open Molecules 2025 dataset. Energies are from the ωB97M-V functional and the def2-TZVPD basis.

Each atom is followed by the atoms it is bonded to, with distances in Å.
Cartesian coordinates (Å):
1 C 2.5645 -4.1972 3.9921  C2 1.523, H23 1.086, H24 1.087, H25 1.086
2 C 1.2168 -4.0584 3.2965  C1 1.523, N3 1.457, H26 1.091, H27 1.102
3 N 1.3091 -3.2358 2.0975  C2 1.457, C4 1.448, C22 1.446
4 C 0.1941 -3.4040 1.1892  N3 1.448, C5 1.523, H28 1.091, H29 1.107
5 C 0.5232 -2.7187 -0.1304  C4 1.523, N6 1.481, H30 1.091, H31 1.092
6 N 0.7443 -1.2728 0.1035  C5 1.481, C7 1.476, C21 1.479, H32 1.044
7 C 0.9587 -0.5222 -1.1495  N6 1.476, C8 1.545, H33 1.092, H34 1.091
8 C -0.3299 -0.5409 -2.0009  C7 1.545, O9 1.209, N10 1.341
9 O -0.6105 -1.5057 -2.6736  C8 1.209
10 N -1.1078 0.5474 -1.9062  C8 1.341, C11 1.416, H35 1.014
11 C -0.9143 1.7106 -1.1215  N10 1.416, C12 1.397, C18 1.406
12 C -1.0393 1.6781 0.2697  C11 1.397, O13 1.384, C15 1.388
13 O -1.2917 0.4416 0.8390  C12 1.384, C14 1.420
14 C -1.8836 0.4252 2.1291  O13 1.420, H36 1.089, H37 1.094, H38 1.090
15 C -0.9028 2.8488 1.0017  C12 1.388, C16 1.384, H39 1.077
16 C -0.6619 4.0411 0.3413  C15 1.384, C17 1.382, H40 1.078
17 C -0.5548 4.0954 -1.0350  C16 1.382, C18 1.392, H41 1.077
18 C -0.6840 2.9291 -1.7834  C11 1.406, C17 1.392, O19 1.349
19 O -0.6116 2.8385 -3.1271  C18 1.349, C20 1.415
20 C -0.4336 4.0204 -3.8844  O19 1.415, H42 1.093, H43 1.093, H44 1.088
21 C 1.8471 -1.1018 1.0740  N6 1.479, C22 1.526, H45 1.092, H46 1.091
22 C 1.5062 -1.8295 2.3712  N3 1.446, C21 1.526, H47 1.090, H48 1.108
23 H 2.4986 -4.9708 4.7511  C1 1.086
24 H 2.8695 -3.2760 4.4811  C1 1.087
25 H 3.3247 -4.4823 3.2707  C1 1.086
26 H 0.8872 -5.0484 2.9773  C2 1.091
27 H 0.4659 -3.6607 3.9981  C2 1.102
28 H 0.0463 -4.4681 1.0018  C4 1.091
29 H -0.7495 -2.9956 1.5988  C4 1.107
30 H -0.2782 -2.8517 -0.8584  C5 1.091
31 H 1.4439 -3.1404 -0.5381  C5 1.092
32 H -0.1158 -0.8631 0.5301  N6 1.044
33 H 1.7499 -1.0050 -1.7278  C7 1.092
34 H 1.2432 0.5052 -0.9161  C7 1.091
35 H -1.8597 0.5957 -2.5853  N10 1.014
36 H -2.2467 -0.5907 2.2798  C14 1.089
37 H -1.1563 0.6756 2.9067  C14 1.094
38 H -2.7259 1.1154 2.1826  C14 1.090
39 H -0.9952 2.8446 2.0745  C15 1.077
40 H -0.5627 4.9483 0.9154  C16 1.078
41 H -0.3785 5.0414 -1.5179  C17 1.077
42 H 0.5194 4.5019 -3.6516  C20 1.093
43 H -1.2538 4.7237 -3.7215  C20 1.093
44 H -0.4321 3.6996 -4.9240  C20 1.088
45 H 2.0011 -0.0377 1.2620  C21 1.092
46 H 2.7549 -1.5284 0.6437  C21 1.091
47 H 2.3409 -1.7159 3.0623  C22 1.090
48 H 0.6117 -1.3675 2.8330  C22 1.108

## Properties
- HOMO: -11.78 eV
- HOMO-LUMO gap: 9.73 eV
- Total charge: +1
- SMILES: CCN1CC[NH+](CC(=O)Nc2c(OC)cccc2OC)CC1

***

Q: Among the records above, which one has the highest total charge?
A: C16H26N3O3